Record 1
Computed, not measured: a single C9H15N3O5 molecule in a non-equilibrium geometry, with the ωB97M-V functional and the def2-TZVPD basis.

Summary:
- Strongest force on any atom: 2.6 eV Å⁻¹
- Total energy: -24281.3267 eV
- Total charge: 0
- Energy above the lowest of the compared OMol25 structures with the same formula, charge and spin: 112.0 kcal/mol
- LUMO: 0.24 eV
- Spin multiplicity: 1
- Structure (SMILES): C/C(=N\O)c1nc([C@@H](O)[C@H](O)[C@H](O)CO)c[nH]1
- Kohn-Sham gap: 9.21 eV
- HOMO energy: -8.96 eV

The geometry in XYZ format:
```
32
Properties=species:S:1:pos:R:3:nbo_charge:R:1
N -0.927 -0.466 -0.036 -0.4752
N -3.762 -0.940 0.982 -0.0866
O -5.098 -1.326 1.368 -0.5938
O 2.950 3.316 0.230 -0.7607
O 0.652 1.836 0.598 -0.7873
O 2.069 0.703 -1.453 -0.7195
O 2.640 2.013 2.671 -0.7212
C -1.873 -1.208 -0.614 0.3020
C 0.107 -1.627 -1.708 -0.0808
C 0.311 -0.750 -0.647 0.0730
C -3.311 -1.383 -0.183 0.1726
N -1.255 -1.933 -1.650 -0.5125
C -4.220 -2.259 -1.019 -0.6790
C 3.771 2.149 0.521 -0.0902
C 1.605 0.770 0.894 0.0518
C 1.689 -0.101 -0.344 0.0507
C 2.954 1.286 1.472 0.0618
H -5.550 -0.625 1.880 0.4911
H 2.012 3.072 0.120 0.4918
H -0.241 1.416 0.461 0.5218
H 1.420 1.430 -1.532 0.4816
H 2.370 2.907 2.433 0.4838
H 0.905 -1.947 -2.372 0.2424
H -1.712 -2.625 -2.260 0.4241
H -5.223 -1.807 -1.145 0.2510
H -3.861 -2.452 -2.011 0.2037
H -4.365 -3.209 -0.499 0.2431
H 4.042 1.593 -0.376 0.1870
H 4.670 2.483 1.007 0.1866
H 1.179 0.125 1.684 0.1980
H 2.436 -0.887 -0.214 0.1998
H 3.616 0.445 1.743 0.1890
```

=====

Record 2
Computed, not measured: a single C4H5NS molecule in a non-equilibrium geometry, with the ωB97M-V functional and the def2-TZVPD basis.

Summary:
- Strongest force on any atom: 2.8 eV Å⁻¹
- Total energy: -16551.3725 eV
- Total charge: 0
- Energy above the lowest of the compared OMol25 structures with the same formula, charge and spin: 62.1 kcal/mol
- LUMO: 0.45 eV
- Spin multiplicity: 1
- Structure (SMILES): C#C/C(C)=N/S
- Kohn-Sham gap: 9.24 eV
- HOMO energy: -8.78 eV

The geometry in XYZ format:
```
11
Properties=species:S:1:pos:R:3:nbo_charge:R:1
C 0.237 1.742 -0.006 -0.6779
C 0.521 0.236 0.052 0.1814
C 1.880 -0.269 -0.053 -0.0713
C 3.001 -0.733 -0.018 -0.1770
H 1.200 2.161 -0.253 0.2325
H -0.003 2.151 0.987 0.2409
H -0.508 1.982 -0.751 0.2372
H -2.387 -1.565 -0.085 0.1217
H 4.074 -0.981 -0.071 0.2484
N -0.402 -0.707 0.125 -0.4992
S -2.087 -0.291 -0.034 0.1633
```

=====

Record 3
Computed, not measured: 2 unconnected molecules or ions with the total composition C15H29FN3O6S in a non-equilibrium geometry, with the ωB97M-V functional and the def2-TZVPD basis.

Summary:
- Strongest force on any atom: 1.0 eV Å⁻¹
- Total energy: -46325.0668 eV
- Total charge: +1
- LUMO: -3.54 eV
- Spin multiplicity: 1
- Kohn-Sham gap: 8.63 eV
- HOMO energy: -12.17 eV

The geometry in XYZ format:
```
55
Properties=species:S:1:pos:R:3:nbo_charge:R:1
C 0.509 3.854 -0.245 -0.7286
C -0.019 2.481 0.002 0.7080
O -0.751 2.163 0.883 -0.4721
N 0.472 1.459 -0.969 -0.4192
C 1.316 0.354 -0.458 0.7051
C 1.278 0.010 0.996 -0.7565
O 1.963 -0.214 -1.286 -0.5056
N -0.513 0.906 -1.853 -0.2229
C -1.460 1.909 -2.525 -0.2258
C -2.892 1.483 -2.156 -0.4209
C -2.701 0.491 -0.997 -0.2945
C -3.856 -0.427 -0.588 -0.4929
C -4.560 0.078 0.672 0.7046
O -3.924 0.242 1.682 -0.5786
N -5.934 0.232 0.556 -0.4616
C -6.301 1.296 -0.401 -0.4168
C -6.582 0.391 1.865 -0.4163
C -1.439 -0.205 -1.381 0.3664
F -1.616 -0.893 -2.559 -0.3424
H -0.164 4.372 -0.935 0.2550
H 0.502 4.406 0.693 0.2683
H 1.502 3.831 -0.689 0.2566
H 1.802 -0.934 1.133 0.2839
H 0.263 -0.020 1.389 0.2632
H 1.809 0.775 1.573 0.2682
H 0.034 0.485 -2.613 0.4710
H -1.295 1.777 -3.593 0.2470
H -1.172 2.933 -2.312 0.2403
H -3.480 2.329 -1.807 0.2439
H -3.380 1.029 -3.015 0.2412
H -2.452 1.112 -0.131 0.2726
H -4.574 -0.579 -1.393 0.2366
H -3.439 -1.391 -0.287 0.2531
H -6.797 0.893 -1.286 0.2114
H -6.992 1.983 0.083 0.2262
H -5.436 1.881 -0.720 0.1782
H -7.653 0.244 1.729 0.2104
H -6.214 -0.371 2.544 0.2275
H -6.401 1.378 2.300 0.1935
H -0.989 -0.927 -0.702 0.2218
O 4.186 -2.477 1.832 -0.9642
S 5.033 -2.737 0.701 2.3913
O 5.141 -4.072 0.205 -0.9262
O 6.466 -2.138 0.982 -0.7241
C 7.123 -2.519 2.226 -0.0760
C 7.725 -3.904 2.161 -0.6429
C 4.559 -1.660 -0.600 -0.8886
H 6.406 -2.421 3.041 0.2017
H 7.889 -1.759 2.356 0.1998
H 6.957 -4.673 2.102 0.2296
H 8.320 -4.076 3.058 0.2246
H 8.369 -4.001 1.288 0.2218
H 4.499 -0.650 -0.205 0.2382
H 3.585 -2.009 -0.933 0.2561
H 5.277 -1.719 -1.414 0.2594
```

=====

Copy entry 1 word for word.
Computed, not measured: a single C9H15N3O5 molecule in a non-equilibrium geometry, with the ωB97M-V functional and the def2-TZVPD basis.

Summary:
- Strongest force on any atom: 2.6 eV Å⁻¹
- Total energy: -24281.3267 eV
- Total charge: 0
- Energy above the lowest of the compared OMol25 structures with the same formula, charge and spin: 112.0 kcal/mol
- LUMO: 0.24 eV
- Spin multiplicity: 1
- Structure (SMILES): C/C(=N\O)c1nc([C@@H](O)[C@H](O)[C@H](O)CO)c[nH]1
- Kohn-Sham gap: 9.21 eV
- HOMO energy: -8.96 eV

The geometry in XYZ format:
```
32
Properties=species:S:1:pos:R:3:nbo_charge:R:1
N -0.927 -0.466 -0.036 -0.4752
N -3.762 -0.940 0.982 -0.0866
O -5.098 -1.326 1.368 -0.5938
O 2.950 3.316 0.230 -0.7607
O 0.652 1.836 0.598 -0.7873
O 2.069 0.703 -1.453 -0.7195
O 2.640 2.013 2.671 -0.7212
C -1.873 -1.208 -0.614 0.3020
C 0.107 -1.627 -1.708 -0.0808
C 0.311 -0.750 -0.647 0.0730
C -3.311 -1.383 -0.183 0.1726
N -1.255 -1.933 -1.650 -0.5125
C -4.220 -2.259 -1.019 -0.6790
C 3.771 2.149 0.521 -0.0902
C 1.605 0.770 0.894 0.0518
C 1.689 -0.101 -0.344 0.0507
C 2.954 1.286 1.472 0.0618
H -5.550 -0.625 1.880 0.4911
H 2.012 3.072 0.120 0.4918
H -0.241 1.416 0.461 0.5218
H 1.420 1.430 -1.532 0.4816
H 2.370 2.907 2.433 0.4838
H 0.905 -1.947 -2.372 0.2424
H -1.712 -2.625 -2.260 0.4241
H -5.223 -1.807 -1.145 0.2510
H -3.861 -2.452 -2.011 0.2037
H -4.365 -3.209 -0.499 0.2431
H 4.042 1.593 -0.376 0.1870
H 4.670 2.483 1.007 0.1866
H 1.179 0.125 1.684 0.1980
H 2.436 -0.887 -0.214 0.1998
H 3.616 0.445 1.743 0.1890
```

=====

Look up the total charge of the second one. 0

=====

What is the formula in the second record? C4H5NS